# C38H31NP2PdSi

A structure of composition C38H31NP2PdSi (ωB97M-V with the def2-TZVPD basis set, OMol25).

XYZ file:
```
74
Properties=species:S:1:pos:R:3:forces:R:3:lowdin_charge:R:1
Pd -0.1525 -0.0271 0.4118 -0.1815 -0.3406 0.1027 0.3173
C -0.3920 -0.7220 -2.9459 0.2568 0.0022 -0.1130 -0.1760
Si -1.4345 -0.1695 -1.5090 -0.2336 0.1952 0.2473 0.5319
C -2.8925 -1.3459 -1.3308 -0.2220 -0.1434 -0.3157 -0.2806
C -3.6971 -1.8619 -2.3568 0.0030 0.1046 0.1033 -0.0802
C -4.8027 -2.6357 -2.0535 -0.0504 -0.0489 0.1156 -0.0719
C -5.1320 -2.9130 -0.7238 0.0043 0.0125 -0.1215 -0.0708
C -4.3380 -2.4328 0.2996 0.1135 -0.0320 0.0128 -0.0692
C -3.2176 -1.6646 -0.0200 -0.0179 0.0923 0.1528 -0.3703
P -1.9882 -1.0591 1.1696 0.3538 -0.4408 -0.1877 0.9422
C -1.6077 -2.5195 2.1765 -0.0497 0.0911 0.1315 -0.3426
C -2.2466 -2.7657 3.3888 -0.1020 -0.0941 0.0031 -0.0902
C -1.9582 -3.9188 4.1068 0.0012 0.0291 -0.0428 -0.0782
C -1.0322 -4.8261 3.6149 0.0137 0.0013 0.0040 -0.0780
C -0.3928 -4.5820 2.4067 -0.0017 -0.0048 0.0091 -0.0667
C -0.6725 -3.4296 1.6924 0.0383 -0.0158 0.0235 -0.0990
C -2.8118 0.1133 2.2647 0.0009 0.1473 -0.0314 -0.3624
C -4.0166 0.7072 1.9002 -0.0504 0.0007 0.0736 -0.0749
C -4.5901 1.6725 2.7197 0.0224 -0.0293 -0.0321 -0.0803
C -3.9557 2.0542 3.8924 -0.0066 0.0460 0.0091 -0.0945
C -2.7358 1.4875 4.2429 0.0057 -0.0378 -0.0489 -0.0759
C -2.1586 0.5271 3.4276 -0.0029 0.0185 0.0639 -0.0981
C -2.1912 1.5177 -1.9008 -0.0418 0.1898 -0.0947 -0.2864
C -3.0356 1.6702 -3.0034 -0.0955 -0.0306 0.0494 -0.0900
C -3.6329 2.8882 -3.2975 0.0338 0.0163 0.0420 -0.0790
C -3.3779 3.9898 -2.4923 -0.0011 -0.0249 -0.0293 -0.0754
C -2.5134 3.8737 -1.4131 0.0099 0.0278 -0.0222 -0.0766
C -1.9167 2.6506 -1.1201 -0.0260 -0.0651 0.0187 -0.3838
P -0.6665 2.4437 0.1993 0.6560 0.0588 -0.2464 1.0398
C 0.8892 2.4534 -0.8109 -0.1246 0.0468 -0.2416 -0.3907
C 0.9044 2.7687 -2.1746 -0.0411 0.0242 0.0542 -0.0936
C 2.0772 2.6899 -2.9083 0.0628 -0.0100 0.0373 -0.0817
C 3.2608 2.2909 -2.2961 -0.0446 0.0195 -0.0659 -0.0806
C 3.2653 1.9883 -0.9447 -0.0357 -0.0218 0.0364 -0.0687
C 2.0907 2.0719 -0.2072 -0.0111 0.0254 0.0768 -0.1303
C -0.6186 4.0865 0.9980 -0.0082 -0.0546 0.1541 -0.3678
C 0.3666 5.0378 0.7561 0.0195 0.0321 -0.0598 -0.0757
C 0.3606 6.2460 1.4431 -0.0261 -0.0413 -0.0244 -0.0778
C -0.6321 6.5145 2.3736 0.0056 -0.0004 0.0020 -0.0873
C -1.6209 5.5699 2.6208 0.0111 0.0061 -0.0132 -0.0800
C -1.6055 4.3602 1.9451 -0.0344 0.0149 0.0085 -0.1035
H -1.0003 -0.6348 -3.8538 0.0629 -0.0327 0.0155 0.0347
H -0.0694 -1.7589 -2.8387 -0.0284 0.0226 0.0004 0.0359
H 0.4932 -0.0946 -3.0737 -0.0379 -0.0085 -0.0004 0.0223
H -3.4641 -1.6607 -3.3970 0.0249 0.0077 0.0261 0.0998
H -5.4181 -3.0341 -2.8507 0.0037 -0.0036 0.0094 0.1047
H -5.9979 -3.5210 -0.4954 -0.0043 0.0063 -0.0183 0.1051
H -4.5660 -2.6745 1.3316 0.0110 0.0079 -0.0072 0.1128
H -2.9747 -2.0644 3.7777 0.0233 0.0075 -0.0034 0.1017
H -2.4559 -4.1025 5.0503 0.0113 0.0021 0.0001 0.1033
H -0.7952 -5.7177 4.1814 -0.0101 -0.0026 -0.0104 0.1037
H 0.3457 -5.2773 2.0307 0.0010 0.0021 0.0081 0.1080
H -0.1363 -3.2201 0.7759 0.0118 0.0474 -0.0130 0.0934
H -4.5151 0.4136 0.9842 0.0147 -0.0028 0.0027 0.1072
H -5.5341 2.1213 2.4384 0.0094 0.0090 0.0043 0.1059
H -4.4048 2.8065 4.5290 -0.0032 -0.0171 0.0036 0.1052
H -2.2295 1.7963 5.1481 -0.0050 0.0088 -0.0043 0.1092
H -1.2011 0.0955 3.6973 -0.0005 -0.0151 -0.0351 0.1140
H -3.2570 0.8194 -3.6408 0.0202 -0.0012 0.0320 0.0943
H -4.2971 2.9767 -4.1485 0.0160 -0.0020 0.0099 0.1032
H -3.8374 4.9449 -2.7151 -0.0010 -0.0138 0.0152 0.1042
H -2.2915 4.7453 -0.8096 -0.0056 -0.0163 0.0035 0.1025
H -0.0088 3.0725 -2.6702 -0.0010 0.0049 -0.0005 0.1045
H 2.0658 2.9406 -3.9619 0.0070 -0.0197 0.0073 0.1043
H 4.1729 2.2137 -2.8746 -0.0146 0.0052 0.0101 0.1031
H 4.1733 1.6617 -0.4550 0.0030 0.0259 -0.0071 0.1103
H 2.1151 1.8354 0.8479 -0.0155 -0.0643 0.0356 0.0812
H 1.1427 4.8390 0.0273 0.0066 0.0015 0.0217 0.1020
H 1.1348 6.9767 1.2462 -0.0069 -0.0028 0.0103 0.1038
H -0.6312 7.4543 2.9111 -0.0103 -0.0069 -0.0085 0.1017
H -2.3969 5.7708 3.3490 0.0108 -0.0005 -0.0049 0.1026
H -2.3680 3.6183 2.1532 -0.0204 -0.0420 0.0167 0.0853
N 2.3699 -1.3658 2.0540 -0.0474 0.0319 -0.0451 -0.0856
C 1.4803 -0.8321 1.5375 -0.2288 0.2952 0.0847 -0.4270
```
Forces are in eV/Å.

Results
**Frontier orbital gap**: 0.2583 Ha
**E**: -2621.55503 Ha
**E_LUMO**: -0.3711 eV
**E_HOMO**: -7.4 eV
**Relative energy (zero: lowest compared OMol25 entry of this formula, charge and spin)**: 1.46 kcal per mole